{
  "formula": "C5H11N4O",
  "method": "ωB97M-V/def2-TZVPD",
  "species": ["C", "C", "C", "C", "O", "N", "N", "C", "N", "N", "H", "H", "H", "H", "H", "H", "H", "H", "H", "H", "H"],
  "positions_angstrom": [[1.21, -1.67, -0.53], [0.04, -0.67, -0.52], [-1.03, -1.03, 0.52], [-2.48, -0.87, 0.09], [-2.83, -0.24, -0.83], [-0.80, -0.25, 1.68], [-0.06, 0.67, 1.57], [0.33, 0.96, 0.22], [-0.40, 1.84, -0.66], [1.75, 1.45, 0.22], [1.37, -2.04, 0.44], [2.04, -1.11, -0.97], [0.79, -2.51, -1.25], [-0.43, -0.47, -1.47], [-0.98, -2.02, 0.92], [-3.23, -1.31, 0.91], [-0.26, 2.86, -0.36], [-1.34, 1.52, -0.69], [1.87, 2.38, 0.65], [2.03, 1.64, -0.79], [2.40, 0.87, 0.86]],
  "charge": 1,
  "e_tot_ev": -13361.3431,
  "homo_energy_ev": -13.3,
  "multiplicity": 1
}

{
  "formula": "C24H31N3O5",
  "method": "ωB97M-V/def2-TZVPD",
  "species": ["C", "C", "O", "C", "C", "C", "C", "C", "C", "N", "C", "N", "O", "C", "C", "C", "C", "C", "O", "C", "C", "C", "C", "O", "C", "C", "N", "C", "C", "O", "C", "C", "H", "H", "H", "H", "H", "H", "H", "H", "H", "H", "H", "H", "H", "H", "H", "H", "H", "H", "H", "H", "H", "H", "H", "H", "H", "H", "H", "H", "H", "H", "H"],
  "positions_angstrom": [[-1.19, -2.64, 2.50], [-1.85, -1.27, 2.55], [-1.01, -0.25, 2.03], [-0.56, -0.30, 0.74], [0.70, 0.26, 0.55], [1.29, 0.33, -0.70], [2.68, 0.91, -0.89], [3.03, 1.95, 0.14], [2.45, 3.21, 0.03], [1.98, 4.26, -0.06], [3.91, 1.70, 1.15], [4.25, 2.61, 2.11], [4.53, 0.51, 1.34], [4.02, -0.60, 0.60], [5.07, -1.71, 0.68], [6.36, -1.28, -0.02], [6.09, -0.89, -1.47], [5.03, 0.20, -1.53], [5.21, 1.27, -2.03], [3.73, -0.21, -0.86], [0.61, -0.19, -1.78], [-0.65, -0.74, -1.62], [-1.27, -0.79, -0.37], [-2.52, -1.30, -0.16], [-3.39, -1.52, -1.25], [-3.87, -0.22, -1.93], [-4.76, 0.63, -1.16], [-4.17, 1.23, 0.02], [-5.12, 2.32, 0.53], [-6.39, 1.80, 0.82], [-6.95, 1.18, -0.31], [-6.05, 0.05, -0.83], [-1.82, -3.37, 3.01], [-1.05, -2.96, 1.47], [-0.22, -2.62, 2.99], [-2.81, -1.29, 2.04], [-2.01, -0.96, 3.59], [1.19, 0.66, 1.42], [2.72, 1.38, -1.88], [5.09, 2.41, 2.62], [4.07, 3.57, 1.90], [3.08, -0.93, 1.07], [5.28, -1.92, 1.73], [4.67, -2.61, 0.21], [7.09, -2.08, 0.02], [6.78, -0.42, 0.51], [7.00, -0.53, -1.95], [5.72, -1.76, -2.02], [3.35, -1.09, -1.37], [1.04, -0.16, -2.77], [-1.16, -1.12, -2.49], [-2.93, -2.17, -2.00], [-4.24, -2.05, -0.81], [-3.00, 0.39, -2.20], [-4.40, -0.50, -2.84], [-3.20, 1.67, -0.24], [-4.02, 0.50, 0.83], [-4.74, 2.76, 1.45], [-5.21, 3.10, -0.24], [-7.92, 0.79, 0.00], [-7.09, 1.92, -1.11], [-6.48, -0.38, -1.73], [-5.97, -0.72, -0.05]],
  "e_tot_ev": -40097.9800,
  "homo_energy_ev": -8.1,
  "multiplicity": 1
}

{
  "formula": "C4H10NOS",
  "method": "ωB97M-V/def2-TZVPD",
  "species": ["C", "C", "C", "S", "N", "C", "O", "H", "H", "H", "H", "H", "H", "H", "H", "H", "H"],
  "positions_angstrom": [[0.77, -0.64, 1.25], [-0.14, -0.60, -0.05], [-1.30, 0.36, 0.30], [-3.19, -1.74, 1.65], [0.54, -0.26, -1.29], [0.91, 1.16, -1.43], [1.62, 1.55, -0.42], [1.16, 0.31, 1.53], [1.57, -1.32, 1.02], [0.30, -0.99, 2.19], [-0.47, -1.67, -0.17], [-1.69, 0.87, -0.65], [-0.92, 1.27, 0.80], [-2.04, -0.23, 0.83], [1.31, -0.87, -1.44], [0.07, 1.76, -1.78], [1.50, 1.06, -2.34]],
  "charge": -1,
  "e_tot_ev": -18678.5150,
  "homo_energy_ev": -3.0,
  "multiplicity": 1
}

{
  "formula": "C9H13N2O2S",
  "method": "ωB97M-V/def2-TZVPD",
  "species": ["C", "C", "C", "C", "C", "C", "C", "C", "C", "N", "N", "O", "O", "S", "H", "H", "H", "H", "H", "H", "H", "H", "H", "H", "H", "H", "H"],
  "positions_angstrom": [[0.41, -0.12, -1.68], [1.69, 0.28, -1.46], [0.40, 1.06, 0.14], [3.15, 0.02, 1.93], [3.60, 0.68, 0.89], [-3.06, 0.14, -0.61], [-2.50, -2.30, -0.09], [2.83, 1.67, 0.12], [-3.14, -1.24, -0.95], [-0.34, 0.35, -0.71], [1.65, 1.08, -0.37], [-2.32, 1.51, 1.68], [-4.61, 0.89, 1.19], [-3.22, 0.59, 1.04], [0.11, -0.73, -2.61], [2.60, 0.09, -1.99], [0.27, 1.64, 0.95], [3.63, -0.90, 2.22], [2.15, 0.31, 2.39], [4.60, 0.42, 0.47], [-3.06, -2.13, 0.78], [-1.39, -1.96, -0.03], [-2.46, -3.32, -0.35], [2.58, 2.43, 0.75], [3.36, 2.26, -0.66], [-2.79, -1.21, -1.97], [-4.13, -1.53, -1.08]],
  "charge": 1,
  "e_tot_ev": -27439.3420,
  "homo_energy_ev": -12.7,
  "multiplicity": 1
}

Q: Which energy above the lowest of the compared OMol25 structures with the same formula, charge and spin values were calculated for the entries above? A: 4.535, 1.674, 6.581, 8.390, in eV.